No. 1
# C6H10S

An isolated molecule of C6H10S in a non-equilibrium geometry (ωB97M-V/def2-TZVPD, OMol25).

Kohn-Sham gap (eV): 9.4
HOMO level (eV): -8.4
Total energy (eV): -17214.1597
Structure (SMILES): C[C@@H]1CS[C@H]2C[C@H]12

Geometry (Å):
1 C -1.29 1.08 -0.86
2 C 0.19 0.91 -0.21
3 C 1.30 0.20 -1.30
4 S 1.77 -1.48 -0.38
5 C 0.20 -1.33 0.47
6 C -0.31 -1.16 1.85
7 C 0.17 -0.03 1.00
8 H -1.53 1.96 -1.66
9 H -1.86 1.45 0.16
10 H -1.66 0.14 -1.11
11 H 0.45 1.91 0.09
12 H 0.99 -0.07 -2.33
13 H 2.36 0.79 -1.55
14 H -0.69 -1.72 -0.11
15 H 0.29 -1.26 2.64
16 H -1.40 -1.43 1.74
17 H 1.03 0.04 1.55

No. 2
# C7H10N

The ion C7H10N with charge +1 in a non-equilibrium geometry (ωB97M-V/def2-TZVPD, OMol25).

Kohn-Sham gap (eV): 8.9
HOMO level (eV): -13.0
Total energy (eV): -8899.4627
Structure (SMILES): C[C@H]1C=CC#C[C@@H]1[NH3+]
Total charge: +1

Geometry (Å):
1 C 1.04 1.34 -0.61
2 C 0.57 0.18 0.25
3 C 0.40 0.36 1.70
4 C -0.49 -0.16 2.54
5 C -1.42 -0.79 1.65
6 C -1.61 -1.03 0.45
7 C -0.73 -0.25 -0.57
8 N -0.52 -1.13 -1.76
9 H 0.27 2.08 -0.79
10 H 1.49 0.92 -1.60
11 H 1.84 1.89 -0.18
12 H 1.40 -0.59 0.17
13 H 1.08 0.96 2.16
14 H -0.58 -0.12 3.55
15 H -1.37 0.57 -0.81
16 H -1.31 -1.80 -1.77
17 H 0.37 -1.73 -1.72
18 H -0.43 -0.70 -2.65

No. 3
# C4H3NO3

An isolated molecule of C4H3NO3 in a non-equilibrium geometry (ωB97M-V/def2-TZVPD, OMol25).

Kohn-Sham gap (eV): 11.0
HOMO level (eV): -10.5
Total energy (eV): -11825.8731
Structure (SMILES): O=C1OC(=O)[C@@H]2N[C@H]12

Geometry (Å):
1 O 2.18 -0.92 -0.04
2 C 1.07 -0.60 0.09
3 O -0.13 -1.01 -0.16
4 C -1.22 -0.25 -0.01
5 O -2.31 -0.81 0.03
6 C -0.60 1.13 0.36
7 N 0.16 1.36 -0.78
8 C 0.87 0.85 0.46
9 H -1.31 1.82 1.03
10 H 0.22 2.45 -0.94
11 H 1.30 1.35 1.43

No. 4
# C19H14BrIrN6O7

A structure of composition C19H14BrIrN6O7 in a non-equilibrium geometry (ωB97M-V/def2-TZVPD, OMol25).

Kohn-Sham gap (spin up / spin down) (eV): 4.9 / 5.0
HOMO level (spin up / spin down) (eV): -5.2 / -5.2
Expectation value of S²: 0.7760
Total energy (eV): -116084.0470
2S+1: 2
Total charge: -1

Geometry (Å):
1 Ir -1.34 0.21 0.02
2 N -0.80 2.58 -0.45
3 C -1.98 3.42 -0.48
4 C -2.99 2.97 0.57
5 O -3.71 3.76 1.16
6 N -3.04 1.62 0.69
7 C -3.89 1.05 1.60
8 C -2.92 0.34 2.85
9 O -3.54 0.29 3.88
10 O -1.83 0.01 2.44
11 H -0.24 2.67 -1.30
12 H -0.17 2.79 0.34
13 H -1.76 4.49 -0.33
14 H -2.47 3.30 -1.46
15 H -4.59 1.74 2.08
16 H -4.33 0.12 1.24
17 O -4.00 -3.26 0.11
18 C -3.10 -2.44 0.07
19 O -3.22 -1.19 -0.07
20 C -1.66 -2.96 0.20
21 C -1.42 -4.33 0.18
22 C -0.14 -4.78 0.39
23 C 0.86 -3.85 0.62
24 C 0.54 -2.50 0.59
25 N -0.69 -2.07 0.38
26 H -2.26 -4.99 0.01
27 H 0.08 -5.84 0.37
28 H 1.88 -4.16 0.81
29 H 1.29 -1.74 0.77
30 Br 7.65 -0.62 -0.22
31 C 5.84 -0.06 0.04
32 C 5.59 1.04 0.84
33 C 4.28 1.46 1.01
34 C 3.25 0.79 0.38
35 C 3.52 -0.32 -0.42
36 C 4.83 -0.75 -0.59
37 C 1.81 1.27 0.55
38 O 1.62 2.44 0.85
39 O 0.96 0.36 0.34
40 H 6.40 1.55 1.34
41 H 4.05 2.31 1.63
42 H 2.71 -0.84 -0.90
43 H 5.05 -1.61 -1.21
44 N -1.18 0.05 -2.10
45 C -1.27 0.52 -3.17
46 N -1.37 0.81 -4.38
47 C -1.22 1.78 -5.20
48 N -1.11 2.58 -6.02

No. 5
# C2H10NO

A cluster of 2 separate species, C2H10NO in total in a non-equilibrium geometry (ωB97M-V/def2-TZVPD, OMol25).

Kohn-Sham gap (eV): 13.4
HOMO level (eV): -16.6
Total energy (eV): -5767.5477
Total charge: +1

Geometry (Å):
1 C 0.15 -0.67 -1.39
2 C -1.51 0.27 0.21
3 N -0.15 0.39 -0.38
4 H 1.16 -0.54 -1.80
5 H -0.58 -0.63 -2.21
6 H 0.09 -1.67 -0.91
7 H -2.28 0.33 -0.58
8 H -1.61 -0.71 0.72
9 H -1.69 1.07 0.95
10 H 0.56 0.35 0.38
11 H -0.06 1.32 -0.84
12 O 1.70 0.19 1.65
13 H 1.85 -0.57 2.26
14 H 2.36 0.86 1.94

No. 6
# C36H36ClCrN4O3S

A structure of composition C36H36ClCrN4O3S (ωB97M-V/def2-TZVPD, OMol25).

Kohn-Sham gap (spin up / spin down) (eV): 4.1 / 6.8
HOMO level (spin up / spin down) (eV): -1.8 / -4.5
Expectation value of S²: 6.0519
Total energy (eV): -101799.7584
2S+1: 5
Total charge: -1

Geometry (Å):
1 Cr -0.12 -0.33 -0.50
2 C -1.66 3.25 0.96
3 N -1.38 2.09 1.78
4 C -0.47 2.47 2.84
5 C 0.46 1.38 3.38
6 C 0.85 0.28 2.39
7 N 1.02 0.70 0.99
8 C 2.10 1.31 0.72
9 C 2.60 1.72 -0.57
10 C 3.80 2.44 -0.60
11 C 4.38 2.87 -1.77
12 C 3.73 2.56 -2.98
13 C 2.55 1.84 -2.99
14 C 1.95 1.38 -1.79
15 O 0.86 0.70 -1.86
16 C -2.62 1.46 2.23
17 C -2.58 -0.03 2.56
18 C -2.52 -1.02 1.37
19 N -1.20 -1.38 0.88
20 C -0.72 -2.52 1.45
21 C 0.56 -3.10 1.32
22 C 0.88 -4.26 2.09
23 C 2.11 -4.87 2.03
24 C 3.10 -4.36 1.19
25 C 2.82 -3.24 0.41
26 C 1.58 -2.60 0.45
27 O 1.37 -1.56 -0.34
28 H -2.16 4.06 1.53
29 H -2.28 2.96 0.12
30 H -0.73 3.65 0.55
31 H -1.02 2.92 3.69
32 H 0.16 3.27 2.44
33 H 0.02 0.88 4.25
34 H 1.36 1.89 3.75
35 H 0.10 -0.49 2.39
36 H 1.78 -0.19 2.73
37 H 2.77 1.57 1.56
38 H 4.28 2.66 0.35
39 H 5.30 3.42 -1.77
40 H 4.16 2.88 -3.92
41 H 2.06 1.60 -3.92
42 H -3.34 1.59 1.42
43 H -3.01 2.01 3.11
44 H -3.52 -0.23 3.09
45 H -1.79 -0.27 3.28
46 H -3.12 -0.60 0.56
47 H -3.03 -1.93 1.70
48 H -1.40 -3.04 2.14
49 H 0.11 -4.65 2.75
50 H 2.31 -5.74 2.65
51 H 4.07 -4.83 1.13
52 H 3.56 -2.83 -0.26
53 C -8.99 1.94 -1.27
54 C -9.19 2.96 -2.36
55 O -10.04 3.81 -2.33
56 S -8.17 2.80 -3.85
57 C -6.60 2.31 -3.16
58 C -5.92 3.15 -2.29
59 C -4.71 2.77 -1.75
60 C -4.13 1.53 -2.08
61 C -4.82 0.71 -2.98
62 C -6.04 1.09 -3.51
63 C -2.89 1.11 -1.52
64 C -1.82 0.74 -1.07
65 H -9.53 2.26 -0.38
66 H -7.94 1.79 -1.04
67 H -9.40 0.99 -1.63
68 H -6.35 4.12 -2.04
69 H -4.19 3.43 -1.06
70 H -4.38 -0.24 -3.25
71 H -6.56 0.43 -4.19
72 Cl -1.28 -1.29 -5.98
73 C -1.06 -1.99 -4.40
74 C -1.06 -3.36 -4.23
75 C -0.88 -3.85 -2.95
76 C -0.70 -2.97 -1.90
77 N -0.71 -1.65 -2.09
78 C -0.88 -1.15 -3.31
79 H -1.19 -4.01 -5.08
80 H -0.87 -4.92 -2.76
81 H -0.56 -3.31 -0.89
82 H -0.88 -0.07 -3.41

No. 7
# C16H24O5Sr

A structure of composition C16H24O5Sr (ωB97M-V/def2-TZVPD, OMol25).

Kohn-Sham gap (eV): 9.2
HOMO level (eV): -15.0
Total energy (eV): -28042.2585
Total charge: +2

Geometry (Å):
1 Sr 0.84 0.11 0.12
2 C 2.81 -0.17 2.67
3 C 3.32 1.19 2.23
4 O 2.75 1.50 0.94
5 C 2.33 2.86 0.76
6 C 1.02 3.15 1.46
7 O 0.00 2.26 0.98
8 C -1.14 2.16 1.85
9 C -1.92 0.90 1.55
10 O -1.10 -0.28 1.66
11 C -0.83 -0.73 3.00
12 C 0.61 -1.19 3.09
13 O 1.39 -0.10 2.58
14 H 3.13 -0.38 3.70
15 H 3.19 -0.98 2.03
16 H 4.41 1.18 2.14
17 H 3.02 1.94 2.96
18 H 2.25 3.01 -0.32
19 H 3.10 3.55 1.12
20 H 0.73 4.19 1.28
21 H 1.12 3.01 2.54
22 H -1.78 3.03 1.74
23 H -0.77 2.14 2.89
24 H -2.30 0.90 0.53
25 H -2.78 0.83 2.22
26 H -1.51 -1.55 3.25
27 H -0.99 0.09 3.70
28 H 0.78 -2.09 2.48
29 H 0.88 -1.42 4.12
30 C 0.59 -0.21 -4.65
31 C 0.10 -0.66 -3.31
32 O 0.69 -0.28 -2.29
33 C -1.07 -1.54 -3.21
34 C -1.97 -1.66 -4.28
35 C -3.08 -2.48 -4.17
36 C -3.30 -3.20 -3.00
37 C -2.40 -3.11 -1.94
38 C -1.30 -2.28 -2.05
39 H 1.54 0.31 -4.54
40 H -0.14 0.48 -5.09
41 H 0.69 -1.05 -5.33
42 H -1.81 -1.11 -5.20
43 H -3.78 -2.56 -4.99
44 H -4.16 -3.85 -2.92
45 H -2.56 -3.70 -1.05
46 H -0.58 -2.25 -1.24

No. 8
# C5H7FN2

An isolated molecule of C5H7FN2 in a non-equilibrium geometry (ωB97M-V/def2-TZVPD, OMol25).

Kohn-Sham gap (eV): 9.4
HOMO level (eV): -8.6
Total energy (eV): -10991.7585
Structure (SMILES): F/C=C/N1C=NCC1

Geometry (Å):
1 F 3.80 0.00 -0.14
2 C 2.43 -0.60 0.23
3 C 1.45 0.28 -0.06
4 N 0.10 0.16 -0.23
5 C -0.26 -1.09 -0.06
6 N -1.57 -1.28 -0.04
7 C -2.19 0.02 -0.14
8 C -1.01 1.11 0.23
9 H 2.55 -1.62 0.42
10 H 1.81 1.40 -0.55
11 H 0.49 -1.72 0.06
12 H -3.02 -0.06 0.68
13 H -2.48 0.01 -1.13
14 H -0.85 1.44 1.32
15 H -1.25 1.95 -0.59

Listing relative energy (zero: lowest compared OMol25 entry of this formula, charge and spin) for the structures above in their given order: 5.464 4.130 3.660 5.339 0.135 0.000 0.000 4.549 eV.